Record 1
C26H29FN4O5 in the gas phase, computed with ωB97M-V/def2-TZVPD.

XYZ file:
```
65
Properties=species:S:1:pos:R:3:forces:R:3
C 5.80608 -1.55769 2.16383 -0.2 -0.2 -0.1
C 4.44565 -0.99438 2.00170 -0.3 0.7 0.1
C 3.95838 0.27339 2.13277 0.1 -0.5 -0.1
C 2.58013 0.13383 1.83285 0.7 -0.6 0.0
N 1.59574 1.09360 1.79275 -0.3 -0.4 0.2
C 1.83153 2.44612 1.71648 -0.6 0.1 0.1
O 2.88000 2.95640 2.01662 0.3 0.1 0.0
C 0.63450 3.22083 1.19074 0.2 0.1 -0.1
C 0.65121 3.16334 -0.34958 0.1 -0.1 -0.1
C 0.64442 1.71265 -0.80956 0.1 0.4 -0.1
O 1.68285 1.14237 -1.09270 0.2 0.1 -0.1
N -0.54569 1.05804 -0.75295 -0.1 -0.4 0.2
C -1.84028 1.70483 -0.76209 -0.3 0.3 0.0
C -2.24902 2.24399 -2.11592 0.0 0.1 0.0
C -1.34450 2.42224 -3.15314 -0.1 0.0 0.2
C -1.76558 2.88766 -4.38687 -0.2 0.1 -0.2
C -3.10298 3.18069 -4.56718 0.1 0.0 0.1
F -3.52204 3.63145 -5.76860 0.0 0.0 0.1
C -4.02616 3.02174 -3.54906 0.0 0.1 -0.2
C -3.58959 2.54947 -2.32674 0.2 0.0 0.0
C -0.54466 -0.37962 -1.05387 -0.3 -0.2 0.0
C -1.27757 -1.10946 0.09472 0.4 0.1 -0.2
O -2.48911 -1.08192 0.20489 -0.4 0.0 0.0
N -0.46273 -1.72978 0.95656 0.2 -0.1 0.1
C -0.96540 -2.49172 2.08127 -0.3 0.1 0.0
C -0.49163 -1.91316 3.43166 0.1 0.0 0.1
C 0.53629 -2.91122 3.96079 -0.1 0.0 0.2
C -0.00142 -4.25073 3.47010 0.1 0.0 -0.1
C -0.43803 -3.93931 2.04066 -0.1 -0.1 0.1
C -1.16389 -0.67679 -2.38120 0.9 -0.3 -0.3
C -0.57052 -1.01885 -3.56288 -0.2 0.1 0.6
C -1.61780 -1.14616 -4.50524 -0.5 0.1 0.1
C -2.76380 -0.87357 -3.82453 0.3 -0.1 -0.8
O -2.49855 -0.58961 -2.54335 -0.2 0.0 0.4
N 2.28995 -1.11811 1.55479 -0.7 0.6 -0.1
O 3.44686 -1.82649 1.66237 0.7 -0.2 0.1
H 5.78388 -2.40047 2.85237 0.1 0.0 0.1
H 6.47635 -0.79310 2.54303 0.0 0.0 0.0
H 6.17695 -1.91717 1.20497 0.1 0.0 0.0
H 4.47101 1.17522 2.38395 0.2 0.1 0.1
H 0.69048 0.74084 1.51087 0.0 0.1 0.0
H -0.29230 2.80292 1.58783 0.0 0.0 0.0
H 0.72708 4.25913 1.51100 0.0 -0.1 0.1
H 1.58475 3.60454 -0.70321 -0.1 -0.1 0.0
H -0.18136 3.73070 -0.76227 0.0 0.0 0.0
H -1.86865 2.50979 -0.02197 0.0 -0.1 0.0
H -2.57520 0.95370 -0.45558 0.1 0.2 0.0
H -0.30018 2.18325 -3.01757 0.1 -0.1 0.0
H -1.07028 3.01823 -5.20045 0.0 0.0 -0.1
H -5.06410 3.25664 -3.72338 -0.1 0.0 0.0
H -4.29866 2.40362 -1.52585 -0.1 0.0 0.1
H 0.50667 -0.68135 -1.09321 -0.3 0.0 0.0
H 0.55273 -1.65452 0.89979 -0.2 0.0 -0.2
H -2.05485 -2.45874 2.00263 0.2 0.0 0.0
H -0.07191 -0.91553 3.31153 -0.1 0.1 0.0
H -1.33542 -1.84713 4.11869 0.0 0.0 0.0
H 0.64033 -2.86668 5.04374 0.1 0.0 0.0
H 1.50846 -2.71936 3.50753 0.1 0.0 0.0
H -0.86140 -4.54915 4.07169 0.0 -0.1 0.1
H 0.74181 -5.04505 3.51124 0.0 -0.1 0.1
H 0.42702 -3.97924 1.37717 0.0 0.0 -0.1
H -1.18619 -4.63627 1.66833 0.0 0.0 -0.1
H 0.47736 -1.15616 -3.73366 0.3 0.0 0.0
H -1.52616 -1.40448 -5.53989 -0.1 -0.1 -0.2
H -3.79085 -0.84822 -4.12941 -0.2 0.0 0.1
```
Positions in Å, forces in eV/Å.

- HOMO: -8.53 eV
- Total charge: 0
- E_LUMO: 0.64 eV


Record 2
C4H6N2O in the gas phase, computed with ωB97M-V/def2-TZVPD.

XYZ file:
```
13
Properties=species:S:1:pos:R:3:forces:R:3
H -2.65796 1.39588 -0.89132 -0.1 -0.1 0.0
N -2.46238 0.51652 -0.41642 0.7 0.0 -0.2
C -1.25242 0.22036 -0.61604 -0.4 0.2 0.0
O -0.74488 -0.91200 -0.05727 -0.2 0.0 -0.1
C 0.62135 -1.16151 -0.30220 0.3 0.0 -0.1
C 1.48645 -0.52053 0.79424 0.0 0.1 0.1
C 1.20260 0.91321 0.78404 -0.3 0.7 0.2
N 0.81657 1.99740 0.71393 0.5 -0.5 0.1
H -0.50978 0.79477 -1.20213 -0.5 -0.3 0.2
H 0.89909 -0.73967 -1.27564 0.1 -0.2 0.1
H 0.76189 -2.24600 -0.32759 0.0 0.2 0.0
H 1.22681 -0.91226 1.78366 0.0 0.0 -0.2
H 2.55726 -0.67912 0.63037 -0.2 -0.1 -0.1
```
Positions in Å, forces in eV/Å.

- HOMO: -10.21 eV
- Total charge: 0
- E_LUMO: 0.67 eV


Record 3
2 unconnected molecules or ions with the total composition C3H6FNO2, computed with ωB97M-V/def2-TZVPD.

XYZ file:
```
13
Properties=species:S:1:pos:R:3:forces:R:3
C -0.78196 0.91834 0.93490 -0.9 -1.1 -0.6
C -0.15893 -0.30391 1.50395 0.6 -0.2 0.9
F 1.14905 -0.14231 1.82799 -0.5 -0.2 -0.2
O -0.86923 -1.03560 2.62132 -0.4 -0.2 0.0
C -0.75549 -1.61846 1.42579 0.1 0.3 -0.6
O -1.12146 -2.55954 0.78867 0.1 0.3 1.1
H -0.58272 1.80344 1.48641 0.0 0.6 1.0
H -1.90044 0.67098 0.89802 1.6 0.9 -0.6
H -0.22065 1.08267 -0.00608 -1.0 -0.2 0.1
N 0.55200 -1.10844 -0.80788 1.1 -3.2 0.7
H 1.12757 -0.63222 -1.40939 2.1 1.7 -1.7
H -0.31882 -1.03743 -1.25044 -1.8 -0.3 -0.6
H 0.87482 -2.11548 -0.94765 -0.9 1.6 0.5
```
Positions in Å, forces in eV/Å.

- HOMO: -10.09 eV
- Total charge: 0
- E_LUMO: 0.74 eV


Record 4
14 unconnected molecules or ions with the total composition C27H69BN13O31, computed with ωB97M-V/def2-TZVPD.

XYZ file:
```
141
Properties=species:S:1:pos:R:3:forces:R:3
C 0.70400 1.77435 0.57221 -0.5 -0.4 0.1
C -0.79781 2.01141 0.49169 0.3 0.2 0.1
O -1.05537 3.39263 0.31940 -0.2 0.1 0.1
C -2.43755 3.64233 0.01609 0.5 0.0 0.1
C -2.98134 4.78136 0.85228 0.2 0.2 -0.1
O -4.08782 5.40352 0.25933 0.2 -0.6 0.3
C -5.28945 4.62114 0.36432 -1.5 1.3 -0.2
O -6.29851 5.47282 0.76974 0.3 0.1 -0.1
B -7.47775 5.20521 -0.10419 -0.4 -0.7 0.0
O -6.84477 4.84705 -1.41552 -0.4 0.2 0.3
C -5.74517 4.10025 -1.04387 1.1 -0.2 -0.2
C -5.94291 2.57047 -1.14536 0.1 0.6 -0.1
C -4.94815 1.91690 -2.09579 -0.6 0.2 0.0
C -5.20477 0.44154 -2.34924 0.6 -0.2 0.3
C -5.23496 -0.42757 -1.08794 0.0 -0.3 -0.3
C -3.97215 -0.30458 -0.23986 -0.1 -0.4 0.0
C -4.10125 -0.74942 1.21659 0.0 0.7 0.0
C -5.19255 0.06681 1.90557 0.4 -0.5 0.2
O -4.76494 0.47011 3.19745 0.0 0.0 0.0
C -5.50196 1.56588 3.71003 -0.1 -0.1 -0.1
H 0.94584 0.90634 -0.03061 0.3 -0.1 -0.2
H 1.00206 1.52935 1.58452 0.2 0.2 0.3
H 1.23344 2.64972 0.22112 0.2 0.1 -0.1
H -1.27645 1.67340 1.41011 -0.2 -0.2 0.1
H -1.20873 1.44417 -0.34294 -0.2 0.0 -0.2
H -2.50645 3.91541 -1.03283 -0.2 -0.1 -0.3
H -3.00288 2.73704 0.22030 -0.2 -0.1 -0.2
H -2.18171 5.51357 0.95492 0.0 0.2 0.0
H -3.22437 4.40516 1.84380 -0.1 0.1 0.2
H -5.20370 3.85783 1.14976 0.6 -0.4 -0.1
H -8.28296 6.11669 -0.16823 0.2 0.2 -0.1
H -8.04708 4.16489 0.33595 -0.1 0.1 0.0
H -4.91957 4.36593 -1.71268 0.2 0.0 -0.2
H -6.94155 2.42948 -1.54675 -0.3 -0.2 0.2
H -5.88393 2.15053 -0.14673 -0.2 -0.3 0.1
H -5.02801 2.44579 -3.04272 0.1 0.1 -0.2
H -3.93745 2.09252 -1.74947 0.3 -0.1 0.1
H -4.39818 0.06517 -2.98082 0.1 -0.1 -0.2
H -6.12489 0.29082 -2.90745 -0.2 0.1 0.0
H -5.30174 -1.46272 -1.41572 -0.2 -0.2 0.0
H -6.14698 -0.23354 -0.52963 -0.1 0.2 0.2
H -3.62837 0.72329 -0.25046 0.1 0.2 0.1
H -3.19048 -0.89116 -0.72009 0.2 0.0 -0.2
H -3.17036 -0.50113 1.72379 0.2 -0.1 0.1
H -4.26809 -1.81629 1.32899 -0.1 -0.2 -0.1
H -5.39405 0.93821 1.29562 -0.2 0.3 0.0
H -6.09529 -0.53874 1.98944 -0.4 0.1 0.0
H -5.85526 1.32642 4.70832 0.0 0.0 0.3
H -6.37215 1.80306 3.10308 -0.1 0.0 -0.2
H -4.87998 2.45553 3.73874 0.2 0.2 0.1
C -2.59303 -4.67131 0.51401 0.1 -0.1 0.0
N -3.39202 -4.60713 -0.74015 0.0 0.2 0.0
O -3.06661 -5.34258 -1.65643 0.0 0.0 0.0
O -4.31206 -3.82244 -0.76751 0.0 -0.1 -0.1
H -1.81744 -5.41102 0.36292 0.0 0.0 0.1
H -2.17935 -3.68227 0.69118 -0.1 0.0 0.0
H -3.27238 -4.95044 1.31389 0.0 0.1 0.0
C -1.79289 4.10795 5.54180 -0.1 0.1 0.0
N -1.54458 3.23888 4.36001 0.0 0.0 -0.2
O -2.40779 3.16251 3.52148 0.1 -0.2 0.2
O -0.46474 2.66629 4.30942 -0.1 0.0 0.1
H -2.77736 4.54770 5.43805 0.0 0.0 -0.1
H -1.72869 3.48045 6.42559 0.1 0.0 0.0
H -1.01654 4.86758 5.55199 0.1 0.0 0.0
C 2.45994 3.57169 3.14090 0.0 0.0 -0.2
N 2.82679 4.90122 3.69599 0.0 0.0 0.0
O 3.40182 5.69101 2.97752 0.0 0.0 0.1
O 2.52419 5.11306 4.85874 0.0 0.0 -0.1
H 2.78262 3.51468 2.11056 0.1 0.1 0.0
H 2.95686 2.81888 3.74581 -0.1 0.0 0.0
H 1.38149 3.47370 3.21584 0.0 0.0 0.1
C -2.10019 -3.99144 -4.68735 0.0 0.0 -0.1
N -1.64164 -2.57538 -4.67652 0.0 0.0 0.0
O -1.17547 -2.12336 -5.70784 -0.1 0.0 0.1
O -1.76306 -1.96147 -3.63887 0.0 0.0 -0.1
H -1.92138 -4.39513 -5.67339 0.0 0.0 0.0
H -1.53061 -4.52621 -3.93310 -0.1 0.0 0.1
H -3.15736 -3.99275 -4.43905 0.0 0.0 0.2
C -0.84194 -8.76561 -1.57162 0.0 0.0 -0.1
N -0.27438 -7.39591 -1.44429 -0.1 0.1 0.0
O 0.20306 -6.88540 -2.43056 0.0 0.0 0.1
O -0.33830 -6.87634 -0.34351 0.1 -0.1 -0.1
H -0.71748 -9.09163 -2.59667 0.0 0.0 0.0
H -0.30174 -9.40637 -0.88171 0.0 0.0 0.1
H -1.89115 -8.70531 -1.29945 0.0 0.0 0.1
C 4.32230 -0.55388 0.90332 0.1 -0.2 -0.1
N 4.07139 0.79878 0.34837 -0.1 -0.1 -0.2
O 3.97181 0.92717 -0.85197 0.0 0.0 0.2
O 3.97459 1.70735 1.15625 0.2 0.1 0.0
H 4.39070 -1.25551 0.07942 0.0 0.1 -0.1
H 5.25540 -0.50568 1.45531 0.0 0.1 0.1
H 3.49371 -0.79570 1.56271 0.1 0.2 0.0
C 1.67187 4.08733 -2.26544 -0.1 -0.2 0.0
N 2.26771 4.83353 -3.40914 0.0 0.0 0.0
O 2.64129 4.19720 -4.37439 0.0 0.1 0.1
O 2.34671 6.04085 -3.29705 0.0 -0.1 0.0
H 1.67400 3.03088 -2.50482 0.0 0.0 0.0
H 2.28511 4.29290 -1.39358 0.0 0.1 0.0
H 0.66060 4.45577 -2.11961 0.0 0.1 0.1
C 1.47273 1.02441 6.23307 0.1 0.1 0.0
N 2.20924 0.04414 5.38593 0.0 0.0 0.0
O 2.99397 0.47393 4.56351 0.0 -0.1 0.1
O 1.97827 -1.13181 5.58134 0.0 0.1 0.0
H 1.77603 2.02588 5.95184 0.0 0.0 -0.1
H 0.41350 0.87570 6.05370 0.0 -0.1 0.0
H 1.72824 0.80797 7.26609 0.0 -0.1 0.0
C -0.31043 -3.95186 -9.00509 0.0 0.0 -0.2
N -0.91850 -5.21860 -8.51101 0.0 0.1 0.0
O -1.37482 -5.99574 -9.32308 0.1 0.1 0.1
O -0.91675 -5.37825 -7.30646 0.0 -0.2 -0.1
H -0.38273 -3.93712 -10.08555 0.0 0.0 0.0
H -0.86195 -3.13195 -8.55376 0.1 0.0 0.1
H 0.72290 -3.93924 -8.67378 0.0 0.0 0.1
C 2.31875 -4.30040 1.03938 0.0 -0.2 -0.1
N 1.99630 -2.95886 0.48770 0.1 0.1 -0.1
O 1.93512 -2.83454 -0.71519 0.0 0.0 0.1
O 1.84900 -2.05931 1.29459 -0.3 -0.2 0.0
H 2.45864 -4.98165 0.20923 0.0 0.0 0.0
H 3.23069 -4.19216 1.61706 0.0 0.0 0.1
H 1.49366 -4.61621 1.67048 0.0 0.1 0.0
C 7.79094 2.53335 0.64675 -0.1 0.1 -0.1
N 7.39933 1.09791 0.68718 0.0 0.1 0.0
O 7.05976 0.56936 -0.35195 0.1 0.0 0.1
O 7.44615 0.54459 1.77056 0.0 0.0 -0.1
H 7.69698 2.88274 -0.37399 0.0 0.0 0.0
H 7.11977 3.06879 1.31165 0.0 0.0 0.1
H 8.81573 2.59881 0.99986 0.0 0.0 0.1
C 9.74760 -1.26541 -0.74654 -0.1 -0.1 -0.1
N 11.11110 -1.50040 -1.29926 0.1 0.0 0.0
O 11.21665 -2.22937 -2.26330 0.0 0.1 0.1
O 12.03441 -0.94148 -0.73866 -0.1 0.0 0.0
H 9.03490 -1.82321 -1.33611 0.0 0.0 0.0
H 9.75380 -1.60185 0.28557 0.0 0.1 0.0
H 9.55253 -0.20003 -0.80465 0.1 0.0 0.0
C 7.38643 -4.43799 1.22239 -0.1 0.0 0.1
N 6.60881 -3.75741 0.15038 -0.1 0.1 -0.2
O 5.39683 -3.73529 0.24883 0.1 0.0 0.1
O 7.24056 -3.26454 -0.75980 -0.1 -0.1 0.2
H 6.69175 -4.82413 1.95790 0.0 0.0 0.0
H 7.95356 -5.23606 0.75359 0.1 0.0 0.0
H 8.05125 -3.69873 1.65834 0.0 0.0 0.0
```
Positions in Å, forces in eV/Å.

- HOMO: -3.90 eV
- Total charge: -1
- E_LUMO: 0.68 eV


Calculated orbital gap (Eh), listed in the same order as above: 0.33715 0.39975 0.39779 0.16844